Density functional theory data (ωB97M-V with the def2-TZVPD basis set) for a cluster of 2 separate species, C12H17N in total.

Geometry as XYZ:
```
30
Properties=species:S:1:pos:R:3:mulliken_charge:R:1
H 1.73647 1.91549 -1.04114 0.352
H -1.66449 -0.76819 0.77290 0.389
C 2.84953 -0.65130 2.66683 -0.776
H 3.81148 -0.58123 3.14504 0.428
C 1.51589 -0.62909 0.65729 0.851
C 0.35558 -0.79359 1.45244 0.084
N -0.71875 -1.08457 0.57384 -0.080
C 1.66588 -0.67009 3.40236 -0.389
H -0.52167 -0.89145 3.38689 0.427
H -5.12983 0.90258 -1.65910 0.314
C -0.29553 -0.80313 -0.67470 -0.628
C 2.03391 1.42848 -1.96393 -1.134
C 2.77655 -0.62307 1.28994 -0.376
H 1.38839 1.73232 -2.78206 0.340
H -2.57658 1.65228 -1.26589 0.251
H 1.48454 -0.51572 -2.73970 0.404
C 1.94954 -0.12863 -1.82795 -0.603
C 1.08919 -0.49609 -0.67160 0.452
H -3.89916 1.76622 0.05737 0.378
C 0.39395 -0.84527 2.81971 -0.703
H 2.92430 -0.61407 -1.73922 0.416
H 3.65187 -0.63363 0.65927 0.401
H 3.04569 1.73250 -2.20590 0.334
C -4.25409 0.29077 -1.44942 -0.948
H -4.59289 -0.58002 -0.89342 0.316
C -3.29130 1.16451 -0.61133 -0.496
H -0.89629 -1.08788 -1.52698 0.483
H -2.71573 0.53346 0.06562 -0.193
H 1.69767 -0.65590 4.48041 0.407
H -3.81410 -0.06570 -2.37758 0.301
```

Properties
- total energy (eV) = -14202.122
- lowest unoccupied orbital energy (spin up / spin down) (eV) = -3.7996 / -6.9255
- total charge = +1
- gap between HOMO and LUMO (spin up / spin down) (Eh) = 0.337 / 0.242
- spin multiplicity = 2
- energy above the lowest of the compared OMol25 structures with the same formula, charge and spin (kJ/mol) = 63.9
- HOMO level (spin up / spin down) (eV) = -12.98 / -13.52
- <S²> = 0.7756

=====

Density functional theory data (ωB97M-V with the def2-TZVPD basis set) for a structure of composition H2N3O2.

Geometry as XYZ:
```
7
Properties=species:S:1:pos:R:3:mulliken_charge:R:1
N -1.10076 0.84183 0.98041 0.057
N -0.81204 -2.71081 0.57612 0.045
O -0.95980 1.23009 -0.19779 -0.502
N 0.06542 -3.06539 -0.01807 -0.053
H 1.80096 1.11685 -1.34635 -0.184
H 2.39800 0.93927 -1.88427 0.181
O -1.39178 1.64815 1.88995 -0.544
```

Properties
- total energy (eV) = -8596.277
- lowest unoccupied orbital energy (eV) = 4.9497
- total charge = -1
- gap between HOMO and LUMO (Eh) = 0.277
- energy above the lowest of the compared OMol25 structures with the same formula, charge and spin (kJ/mol) = 4.3
- HOMO level (eV) = -2.59

=====

Density functional theory data (ωB97M-V with the def2-TZVPD basis set) for a cluster of 18 separate species, C20H25BCl51O2 in total.

Geometry as XYZ:
```
99
Properties=species:S:1:pos:R:3:mulliken_charge:R:1
H -4.79352 -2.85159 5.03207 0.327
H 0.03549 -2.25968 -3.84742 -0.782
Cl -5.48879 3.06103 -3.40859 -0.072
C 3.79604 -0.09270 5.73328 -0.084
Cl 0.93596 -10.53451 -0.25702 -0.135
Cl 8.78752 2.92515 -2.05844 -0.155
Cl -4.40984 -1.94292 -2.63413 -0.134
Cl 1.48030 -0.77103 -4.94313 -0.101
Cl 0.83575 8.16120 0.17279 -0.146
H 4.49401 -2.45422 0.72628 0.269
Cl -2.14388 -4.35709 7.08024 -0.136
O -0.05048 0.77482 -2.23349 -0.595
Cl 8.28335 -4.10653 0.63980 -0.090
Cl -5.65407 2.00258 1.27457 -0.070
H 2.47419 4.42766 -1.57299 0.053
Cl -1.42094 -2.73061 0.43778 0.049
Cl -5.90628 -3.40472 3.03768 -0.143
C -0.53400 5.43333 5.85690 -0.022
B 3.67129 2.58629 -2.33958 0.647
H -2.12543 0.63356 3.12303 -0.071
Cl 1.45170 5.37993 0.78387 -0.106
Cl 4.91076 -3.55269 -1.30989 -0.139
H -3.25151 7.68369 -3.66741 0.262
C 0.43442 6.47162 -0.17026 0.068
H 3.81656 1.69334 -1.57184 -0.340
H 8.09849 -5.95848 2.07113 0.348
C 0.10954 2.01164 -2.10259 0.232
H 1.73950 3.64198 -3.05376 0.109
C 1.28800 2.50920 -1.14152 0.333
H 4.25086 0.41178 6.58105 0.316
C 2.25703 3.42968 -2.05542 -0.396
C -0.85360 -2.78399 -1.23160 0.919
Cl -1.29177 -8.87618 -2.84583 -0.144
C -1.07378 0.72556 2.86639 0.007
Cl 2.92521 -1.51163 6.33232 -0.080
H -2.07377 -6.66935 -2.62992 0.150
Cl -0.15482 -0.41364 3.86059 -0.042
C 8.18349 2.61760 -3.69497 -0.035
H -0.82881 -1.76636 -1.61164 -0.902
Cl -2.43165 0.11311 -1.99966 0.264
H 1.77437 1.60533 -0.68752 -0.057
Cl -1.36552 -1.20387 -5.41229 -0.127
Cl -3.66691 7.12282 -5.91004 -0.136
Cl 0.60693 6.13058 -1.89898 -0.048
C -4.12049 -0.39400 -1.81607 -0.177
Cl -8.10810 1.29220 -0.09782 -0.126
H 4.56662 3.35935 -2.17033 -0.329
H -0.48990 3.78768 -2.44194 0.187
Cl 1.72439 -7.77778 0.23095 -0.083
C -1.50528 -7.20364 -3.38685 0.194
C -4.62855 -2.62493 3.98200 -0.022
Cl 0.76482 -4.36574 7.04467 -0.132
Cl 8.14501 0.87889 -4.02448 -0.134
H -7.25113 3.40397 -1.89498 0.042
Cl 0.77098 -3.48270 -1.31451 -0.053
Cl -1.95845 -3.71966 -2.23777 -0.075
Cl 5.08159 -0.57725 4.61966 -0.102
Cl 6.11375 -6.03310 0.81838 -0.077
H -0.60140 6.30279 0.11122 0.263
Cl -4.68918 -0.86673 3.77824 -0.098
Cl -2.24868 5.57369 -3.89949 0.004
H -7.81749 1.82619 2.17353 0.404
Cl -3.04643 -3.25686 3.52290 -0.064
C 0.15735 -1.93906 -4.87806 1.115
Cl -1.21578 8.15923 -4.73712 -0.122
H 0.91097 3.14947 -0.28893 -0.191
Cl -7.17845 5.40960 -3.11658 -0.136
H -0.66898 -3.00586 8.31372 0.307
Cl -0.58570 2.39861 3.18993 -0.002
C 4.65096 -2.12241 -0.29668 -0.125
Cl -4.57277 -0.49860 -0.10358 0.097
C -0.68254 -3.38032 7.29389 -0.046
Cl -2.41280 -7.15167 -4.90405 -0.146
Cl -0.06619 -9.12634 2.08334 -0.135
Cl -0.40462 7.06005 6.54058 -0.138
H -4.74848 0.35829 -2.28701 0.028
C 7.40295 -5.20915 1.70422 -0.065
C 0.42819 -8.96844 0.39167 0.257
Cl -8.34986 2.86441 -3.90087 -0.140
C -7.24865 1.25113 1.44862 -0.169
Cl -0.88151 0.34476 1.15324 0.226
Cl 6.58228 3.32798 -3.91075 -0.042
H -0.42623 -8.62248 -0.18325 0.089
Cl 0.05902 -6.40755 -3.56953 -0.047
Cl 6.74132 -4.33622 3.09438 -0.109
H 3.64069 2.19744 -3.47948 -0.338
Cl 0.53083 -3.36566 -5.86781 -0.167
C -2.67277 7.19921 -4.44870 0.012
Cl -7.12423 -0.40871 2.04798 -0.059
Cl 3.21291 -1.24325 -0.82114 0.059
Cl 0.09889 5.39926 4.20727 -0.025
Cl 2.68441 1.03391 4.94597 -0.052
C -7.08846 3.65153 -2.94064 0.294
O -0.69486 2.90170 -2.81694 -0.279
H 0.06222 4.75892 6.46526 0.288
Cl 6.07558 -1.07473 -0.32799 -0.119
H 8.86470 3.08274 -4.40192 0.317
Cl -0.69136 -1.99802 6.19195 -0.007
Cl -2.21252 4.87608 5.89185 -0.118
```

Properties
- total energy (eV) = -664559.436
- lowest unoccupied orbital energy (eV) = 1.3470
- total charge = -1
- gap between HOMO and LUMO (Eh) = 0.236
- energy above the lowest of the compared OMol25 structures with the same formula, charge and spin (kJ/mol) = 52.4
- HOMO level (eV) = -5.07

=====

Density functional theory data (ωB97M-V with the def2-TZVPD basis set) for a structure of composition C36H47AsCaN6P.

Geometry as XYZ:
```
92
Properties=species:S:1:pos:R:3:mulliken_charge:R:1
N 1.74268 1.23024 -1.62827 0.389
C 0.75284 3.72337 2.66973 -2.193
H -4.87372 -3.65173 -0.49629 0.448
H 3.77471 -2.54432 -0.24316 0.170
H 4.22658 -0.50011 1.96206 0.569
C -1.83350 1.63846 -1.81538 1.075
H -3.54431 0.23097 -3.24060 0.290
C -0.91607 2.27856 -3.95416 -0.256
H -4.74382 2.46131 3.86062 0.416
C 1.16329 3.09652 -0.18866 -0.649
P -2.01732 0.25793 -0.59965 -0.085
H -0.82528 -4.56242 -0.96782 0.491
C -1.93086 3.92951 -2.53749 -0.484
H -0.37710 -3.52295 -3.18717 0.536
C -1.17514 1.31190 -2.99934 -1.727
H -0.91052 0.27394 -3.17029 0.780
C 4.32183 -0.82348 0.92320 -1.299
H -1.28001 0.69067 2.04793 0.183
H 1.41340 4.13468 0.06724 0.716
H 3.07720 2.74270 -1.10050 0.326
C -3.67822 -1.87959 -0.60334 -0.454
H -3.23192 -1.98321 0.38020 0.357
H -5.12148 -1.44301 -4.14141 0.449
H 0.83469 -2.97134 4.00285 0.548
C -2.19941 2.95844 -1.58626 -0.973
H 0.89721 1.17665 -2.19408 -0.558
C 3.96644 0.18107 -1.30295 -0.914
N 3.49548 0.02030 0.06815 -0.055
N 1.70089 0.12440 2.41823 1.006
N 1.39630 2.16929 0.87134 0.265
H 0.46365 -1.99854 -3.52505 0.308
C 3.88997 -2.28940 0.81851 -0.655
C -3.82904 -0.62297 -2.64575 -0.047
C -4.23575 2.06575 2.99472 -0.610
H -5.91267 2.35723 1.69765 0.445
H 4.70939 0.98911 -1.38519 0.395
C 1.63965 1.32458 3.00820 0.543
H -2.43187 1.63044 4.06754 0.488
H -5.80160 -3.36557 -2.75668 0.404
H 2.92944 -1.71285 4.93244 0.632
C -4.57880 -2.80137 -1.09570 -0.792
C -0.29103 -3.96385 -0.22670 -1.219
C 0.82615 -2.97763 2.91393 -1.448
C -3.30726 -0.78333 -1.37034 0.398
H 3.17592 0.92225 -3.17845 0.497
H 5.38651 -0.75806 0.65603 0.525
H 1.50292 4.50006 2.51839 0.381
H 0.25050 -4.62642 0.44861 0.365
C 2.14634 -4.23234 -1.77878 -1.543
C -5.10269 -2.63898 -2.36990 -0.526
H 0.10164 3.05813 -0.46853 -0.072
C -4.25290 1.49320 0.66335 -0.290
H -2.71888 3.22159 -0.67505 0.471
C 2.79088 0.44987 -2.26121 -0.557
H -0.07408 -2.46374 2.57497 0.118
H -0.98674 -2.01042 -2.49311 0.056
H 2.69535 -4.65347 -0.93463 0.405
Ca 1.20043 -0.10666 0.18053 2.183
H 0.81649 -3.99939 2.55194 0.372
C -2.29421 1.08520 2.00028 -0.492
As 0.96234 -2.77739 -1.12908 1.377
N 2.68226 -2.74676 1.43993 -0.317
H 3.42722 0.94014 0.48729 0.303
H 4.68883 -2.92291 1.21923 0.449
H 0.53696 3.65681 3.72981 0.576
H 1.83214 3.27783 -2.24272 0.508
C -4.89452 2.00832 1.77567 -0.768
H 1.95158 2.45104 4.82711 0.501
H 1.54142 -5.02066 -2.22922 0.472
H -0.43769 2.01084 -4.88511 0.496
C -0.08705 -2.55923 -2.76691 -0.931
C 2.55988 -0.84141 4.41782 -0.463
N -0.75798 -0.51006 -0.21081 -0.292
C 2.02082 -2.24118 2.38195 0.454
C -2.93503 1.60149 3.11011 -0.625
C -4.72299 -1.55683 -3.14508 -0.703
C -1.29949 3.59173 -3.72330 -0.856
H 2.77051 0.48866 6.08233 0.455
H 2.86355 -3.87733 -2.52239 0.387
H -4.75810 1.44110 -0.29137 0.482
H -1.11057 4.34750 -4.46864 0.411
H -2.23223 4.95074 -2.35969 0.451
H -0.15526 4.02849 2.15189 0.372
C -2.94449 1.03828 0.77672 0.076
C 1.24137 2.42423 2.11004 0.845
H 2.34024 -0.51394 -2.52576 -0.055
C 2.15075 -0.92631 3.08623 -0.012
H -1.00991 -3.37220 0.33400 0.080
C 2.02403 2.63321 -1.37244 -1.068
C 2.47656 0.38857 5.04978 -1.118
H 4.45270 -0.74249 -1.62888 0.527
C 2.00961 1.48858 4.34477 -1.112
```

Properties
- total energy (eV) = -135598.424
- lowest unoccupied orbital energy (eV) = -3.1330
- total charge = +1
- gap between HOMO and LUMO (Eh) = 0.251
- energy above the lowest of the compared OMol25 structures with the same formula, charge and spin (kJ/mol) = 68.5
- HOMO level (eV) = -9.96

=====

| no. | largest force on an atom (Eh/bohr) |
| --- | --- |
| 1 | 0.0347 |
| 2 | 0.0785 |
| 3 | 0.0658 |
| 4 | 0.0333 |